Entry 1:
Entry from OMol25: a structure of composition C3H9N3O2 in a non-equilibrium geometry (ωB97M-V/def2-TZVPD).

Last column: Löwdin charge in e.
Positions of all 17 atoms, in Å:
H -0.5470 1.8976 1.2245  0.0976
N 2.1563 -0.5866 -1.9849  0.1094
H -1.1899 -1.4896 0.4794  0.1057
O -0.2305 -0.1732 1.5048  -0.1692
C 1.6463 -0.7874 -0.8361  -0.6303
H -0.2235 1.4052 -0.4744  0.0975
H -2.6889 1.6893 -0.4724  0.0896
H -2.3719 -0.0392 -0.2697  0.0740
C -2.2533 0.9485 0.1985  -0.1047
H 1.9889 -0.7072 1.1819  0.0753
N 2.4145 -0.8624 0.2843  0.1474
H 3.3870 -0.6433 0.1700  0.1009
H -2.8040 0.9257 1.1371  0.0837
C -0.8087 1.2187 0.4222  -0.0167
H 1.4574 -0.6397 -2.7191  0.0378
N -0.2304 -1.2821 0.8173  -0.0229
O 0.2977 -0.8743 -0.6633  -0.0751

Atomic forces in eV per Å
H -0.3 0.3 -0.2
N -0.1 -0.1 0.0
H 0.5 0.1 0.0
O -0.5 3.0 -1.9
C 0.1 0.2 0.0
H 0.3 -0.7 0.3
H 0.0 0.0 -0.1
H 0.0 0.3 -0.1
C 0.1 -0.6 0.2
H 0.0 0.0 -0.1
N -0.2 -0.2 0.3
H 0.0 0.0 -0.1
H 0.0 0.1 0.0
C 0.3 -0.9 2.4
H 0.0 0.0 0.1
N 0.5 -0.5 -2.3
O -0.5 -1.1 1.4

## Properties
ΔE to the lowest compared entry with this formula, charge and spin (eV): 6.304
HOMO-LUMO gap (eV): 9.345
Lowest unoccupied orbital energy (hartree): 0.0182
Charge: 0
E_tot (hartree): -434.29451



Entry 2:
Entry from OMol25: an isolated molecule of C18H22N4O5 (ωB97M-V/def2-TZVPD).

Last column: Löwdin charge in e.
Positions of all 49 atoms, in Å:
C 2.1025 -1.1650 0.2035  0.0030
C 0.9833 1.3532 0.4519  0.0036
H -5.8739 -2.0629 -1.1009  0.1143
H -5.8927 1.1088 0.8563  0.1096
C -6.7394 -1.5029 0.7913  -0.0769
O 7.3315 2.5536 0.0492  0.0796
O -1.8340 1.5035 0.6449  0.1131
C 7.5901 1.3727 -0.0295  -0.4289
C -7.0264 1.7660 -0.8557  -0.0834
H 0.1010 -1.9082 0.2863  0.1206
O -1.9727 -0.7375 0.5299  -0.0017
H -7.2289 -0.9433 -1.2202  0.1068
H -7.3863 -2.3768 0.7838  0.0721
O 10.5314 -0.6226 -0.3388  0.1022
N -5.3965 -0.0799 -0.8449  -0.1974
H -5.8785 -1.7175 1.4182  0.0567
N 8.9072 0.9491 -0.1443  0.2031
C -3.9974 -0.3985 -0.7928  -0.1650
N 4.2931 -0.2459 0.1187  0.1072
C 9.3653 -0.3419 -0.2424  -0.5093
H -3.8159 -1.2747 -1.4222  0.1244
H -7.9038 1.1869 -0.5809  0.0616
H 4.6196 -1.2194 0.0427  0.1262
C 5.2729 0.6445 0.0966  0.0248
H -7.2915 -0.6779 1.2336  0.0637
C -1.3040 0.4226 0.5421  -0.4494
H 2.5525 -2.1422 0.1062  0.1199
C 2.9271 -0.0362 0.2251  -0.2127
O 6.2454 -2.0389 -0.1110  0.0584
C -3.3920 -0.6633 0.6062  -0.1375
H 8.6782 -2.2630 -0.2923  0.1727
C -6.3242 -1.1758 -0.6490  -0.2402
C 6.6044 0.3000 -0.0148  -0.0497
H -4.9322 1.8771 -0.4141  0.1203
H 2.9681 2.1147 0.3717  0.1076
H 0.5227 2.3243 0.5504  0.1239
H -3.7063 -1.6289 1.0044  0.1192
H -3.4487 0.4453 -1.2247  0.1230
C 0.7347 -1.0362 0.3040  0.0011
H -6.9375 1.7718 -1.9385  0.0782
H 5.0401 1.6996 0.1671  0.1392
C -5.7590 1.1862 -0.2341  -0.2570
N 8.3710 -1.2994 -0.2212  0.2033
C 2.3526 1.2299 0.3511  0.0020
H -3.6745 0.1440 1.2891  0.1238
C 7.0146 -1.0852 -0.1152  -0.3978
H -7.1690 2.7864 -0.5093  0.0709
C 0.1615 0.2279 0.4297  -0.1214
H 9.6144 1.6754 -0.1573  0.1720

Atomic forces in eV per Å
C 0.3 0.2 0.0
C -0.2 -0.2 0.0
H -0.1 0.0 -0.1
H 0.1 0.1 0.0
C 0.1 0.1 -0.3
O 0.0 0.2 0.0
O 0.0 -0.1 0.0
C -0.1 -0.1 0.0
C 0.2 -0.1 0.2
H 0.0 -0.1 0.0
O 0.4 -0.2 -0.1
H 0.0 -0.2 0.0
H -0.1 -0.1 0.1
O 0.3 -0.1 0.0
N 0.0 0.0 0.1
H 0.1 0.0 0.1
N 0.2 0.4 0.0
C 0.4 -0.1 0.2
N 0.6 -0.6 -0.1
C -0.1 0.0 0.0
H 0.1 0.1 0.0
H -0.2 0.0 0.0
H 0.0 0.3 0.0
C 0.4 0.0 0.0
H -0.1 0.1 0.1
C -0.1 0.3 0.1
H 0.0 -0.1 0.0
C -1.0 0.2 0.1
O -0.1 -0.2 0.0
C -0.7 0.3 -0.1
H 0.0 0.2 0.0
C -0.2 0.0 0.0
C -0.3 0.0 0.0
H 0.0 0.0 0.1
H 0.0 0.1 0.0
H 0.0 0.1 0.0
H 0.0 0.1 0.0
H 0.0 -0.1 0.0
C -0.1 0.3 0.0
H 0.0 0.0 -0.1
H -0.1 0.0 0.0
C -0.2 0.1 -0.2
N 0.1 -0.5 0.0
C 0.2 -0.2 0.0
H 0.0 -0.2 0.0
C 0.0 0.3 0.0
H -0.1 0.1 0.0
C 0.3 0.0 0.0
H -0.1 -0.2 0.0

## Properties
ΔE to the lowest compared entry with this formula, charge and spin (eV): 0.000
HOMO-LUMO gap (eV): 7.659
Lowest unoccupied orbital energy (hartree): -0.0233
Charge: 0
E_tot (hartree): -1294.43534
SMILES: CCN(CC)CCOC(=O)c1ccc(NC=C2C(=O)NC(=O)NC2=O)cc1



Entry 3:
Entry from OMol25: an isolated molecule of H2O2Si2 in a non-equilibrium geometry (ωB97M-V/def2-TZVPD).

Last column: Löwdin charge in e.
Positions of all 6 atoms, in Å:
O 0.4510 0.0902 -0.4386  -0.6125
Si 2.0071 -0.7539 0.0365  0.8081
H 2.1538 0.0921 1.2425  -0.1833
Si -1.1284 0.1299 -0.2828  0.3703
H -1.5115 1.2892 -1.0521  -0.0151
O -1.9720 -0.8475 0.4945  -0.3673

Atomic forces in eV per Å
O 2.7 -1.2 0.6
Si -2.3 0.8 -1.1
H 0.1 0.3 0.6
Si 0.3 -0.1 0.0
H -0.5 0.3 -0.2
O -0.4 -0.2 0.2

## Properties
ΔE to the lowest compared entry with this formula, charge and spin (eV): 0.090
HOMO-LUMO gap (eV): 8.451
Lowest unoccupied orbital energy (hartree): -0.0461
Charge: 0
E_tot (hartree): -730.68024



Entry 4:
Entry from OMol25: a cluster of 2 separate species, C4H12N2S in total in a non-equilibrium geometry (ωB97M-V/def2-TZVPD).

Last column: Mulliken spin population.
Positions of all 19 atoms, in Å:
S -0.4229 0.6859 -2.3828  0.9966
N 0.4540 -2.4948 1.4433  -0.6675
H -2.8732 -1.2738 -2.1619  0.0232
N 0.5422 -0.0791 1.6034  0.6156
H -1.1619 -1.2790 1.0558  -0.0512
H -2.7117 -0.5999 -1.8439  -0.0103
C -0.2661 -1.2000 1.7905  0.0257
H 1.2017 -0.2516 -1.0140  0.0106
H 0.0262 2.7419 -0.0813  0.0015
C 0.0635 0.7362 0.5685  -0.0167
H 1.6206 2.2199 0.2539  -0.0018
C 0.1852 0.0391 -0.8265  0.0542
H -0.5114 -1.3984 2.8647  -0.0764
H -0.0300 -3.3648 1.6205  0.0216
H 1.4387 -2.3877 1.5171  0.0106
H -0.3672 -0.9381 -0.7179  0.0361
H 0.6830 2.4950 1.6412  -0.0035
H -1.0244 0.8944 0.6655  0.0250
C 0.6010 2.1221 0.6337  0.0068

Atomic forces in eV per Å
S 0.1 0.5 0.8
N -1.5 2.5 0.9
H 0.1 0.5 0.3
N 0.1 -1.0 0.0
H 0.6 0.4 1.7
H -0.2 -0.6 -0.3
C -0.5 -2.4 -2.6
H 0.7 0.0 0.1
H 0.0 0.0 0.8
C -1.0 1.7 -0.1
H 0.2 -0.4 -0.1
C -0.7 -2.0 -0.2
H -0.3 0.4 -0.3
H 0.2 -0.3 0.3
H 1.3 -0.6 -0.1
H 0.5 0.7 -0.4
H -0.6 0.3 0.3
H -0.3 -0.6 0.2
C 1.2 0.9 -1.4

## Properties
ΔE to the lowest compared entry with this formula, charge and spin (eV): 6.183
HOMO-LUMO gap (spin up / spin down) (eV): 4.451 / 6.090
Lowest unoccupied orbital energy (spin up / spin down) (hartree): -0.3176 / -0.2458
2S+1: 2
Charge: +1
E_tot (hartree): -666.79518



Entry 5:
Entry from OMol25: a structure of composition C21H28N4O4SSiV (ωB97M-V/def2-TZVPD).

Last column: Mulliken spin population.
Positions of all 60 atoms, in Å:
C 1.6343 -5.3761 -1.0374  0.0005
C -3.3583 0.2499 0.9183  0.0005
C -2.8440 1.8296 -1.5808  0.0030
Si 2.2485 4.9073 -0.8269  0.0014
H -3.2189 -2.2848 -1.3955  -0.0003
H 3.9239 6.6074 -1.3975  0.0000
C -1.3961 -0.5169 -0.4139  0.0001
H -3.2151 2.3578 -2.4572  0.0000
C 2.7639 0.9944 1.8068  0.0144
H 0.0264 5.3032 0.2108  0.0000
N 1.5964 -3.1467 -0.3118  -0.0001
H 1.6834 5.5401 -3.1008  -0.0008
H -3.4674 -3.7473 0.6341  0.0000
C 2.4494 3.2596 0.1630  -0.0082
H 2.3969 3.9382 -3.1327  0.0004
C -3.4693 -1.8644 -0.4208  0.0006
H 1.8693 -6.0937 -1.8100  0.0000
H -4.5519 -1.7488 -0.3790  0.0002
O -4.5205 0.3415 1.1855  -0.0002
O -0.2538 1.3006 2.3820  -0.0009
C 1.0752 -3.4838 0.8813  0.0013
H -1.9079 -2.9348 0.6577  -0.0004
H 3.3878 4.2865 1.7954  0.0003
C 3.0415 3.3263 1.4297  0.0083
C -2.8791 -0.4379 -0.3577  0.0006
C 2.0724 1.9790 -0.2070  0.0163
C 1.7069 4.5788 -2.5806  -0.0023
H 1.3003 6.1098 1.1292  0.0000
H 2.8355 0.0906 2.3953  0.0009
H -1.7504 1.8671 -1.6205  -0.0024
N 2.2221 0.8892 0.5827  -0.0336
N -0.5863 0.0283 0.5249  -0.0271
H -2.7557 1.3044 2.5783  -0.0004
H -3.2366 -2.3616 1.6862  0.0001
H 2.3066 -3.6366 -2.1780  0.0003
C 3.2098 2.2130 2.2515  -0.0119
H -4.4551 0.3885 -1.5268  0.0003
O -0.7378 -1.0632 -1.3347  -0.0113
H 0.3946 -5.0757 2.1057  -0.0001
C -1.0347 0.7769 1.6355  0.0029
C -2.9903 -2.7711 0.7046  0.0003
H 0.7361 6.8023 -0.3847  0.0000
C 0.9605 5.8613 0.1218  0.0001
V 1.0246 -0.2842 -0.4145  1.2029
C 1.0922 -5.7655 0.1794  -0.0026
C 1.8852 -4.0426 -1.2704  -0.0023
C 0.8110 -4.8064 1.1457  0.0032
O 1.8857 -1.8565 -0.5866  -0.0153
H 0.7019 4.1599 -2.6488  0.0004
H 4.7103 5.0530 -1.1481  0.0001
H -3.0660 -0.1325 -2.4756  0.0001
H 3.6722 2.3002 3.2236  -0.0001
H 0.9027 -2.6768 1.5792  0.0043
H -3.1769 2.3877 -0.7037  0.0000
N -2.3958 0.8092 1.7698  -0.0006
H 0.8935 -6.8100 0.3777  0.0000
C 3.9259 5.7121 -0.7721  -0.0001
C -3.3661 0.3992 -1.5718  -0.0016
S 1.2908 1.4725 -1.7296  -0.1411
H 4.2029 6.0317 0.2342  -0.0001

Atomic forces in eV per Å
C 0.0 0.0 0.0
C 0.0 0.0 0.0
C 0.0 0.0 0.0
Si 0.0 0.0 0.0
H 0.0 0.0 0.0
H 0.0 0.0 0.0
C -0.1 0.0 0.1
H 0.0 0.0 0.0
C 0.0 0.0 0.1
H 0.0 0.0 0.0
N 0.0 -0.1 -0.2
H 0.0 0.0 0.0
H 0.0 0.0 0.0
C 0.0 0.0 0.0
H 0.0 0.0 0.0
C 0.0 0.0 0.0
H 0.0 0.0 0.0
H 0.0 0.0 0.0
O 0.0 0.0 0.0
O -0.1 0.0 0.0
C 0.0 0.0 0.0
H 0.0 0.0 0.0
H 0.0 0.0 0.0
C 0.0 0.0 0.0
C 0.0 0.0 0.0
C 0.1 0.2 -0.1
C 0.0 0.0 0.0
H 0.0 0.0 0.0
H 0.0 0.0 0.0
H 0.0 0.0 0.0
N 0.1 0.2 0.2
N -0.3 0.0 0.3
H 0.0 0.0 0.0
H 0.0 0.0 0.0
H 0.0 0.0 0.0
C 0.0 0.0 0.0
H 0.0 0.0 0.0
O 0.3 0.1 0.1
H 0.0 0.0 0.0
C 0.0 0.1 0.1
C 0.0 0.0 0.0
H 0.0 0.0 0.0
C 0.0 0.0 0.0
V -0.4 0.1 -0.7
C 0.0 0.0 0.0
C 0.0 0.0 0.0
C 0.0 0.0 0.0
O 0.2 -0.3 0.2
H 0.0 0.0 0.0
H 0.0 0.0 0.0
H 0.0 0.0 0.0
H 0.0 0.0 0.0
H 0.0 0.0 0.0
H 0.0 0.0 0.0
N 0.0 0.0 0.0
H 0.0 0.0 0.0
C 0.0 0.0 0.0
C 0.0 0.0 0.0
S 0.0 -0.4 0.1
H 0.0 0.0 0.0

## Properties
ΔE to the lowest compared entry with this formula, charge and spin (eV): 0.216
HOMO-LUMO gap (spin up / spin down) (eV): 6.661 / 7.406
Lowest unoccupied orbital energy (spin up / spin down) (hartree): -0.3077 / -0.2814
2S+1: 2
Charge: +2
E_tot (hartree): -2968.25615